C32H43ClF6NNaOPS as an isolated structure in a non-equilibrium geometry, computed with ωB97M-V/def2-TZVPD.

```
87
Properties=species:S:1:pos:R:3:lowdin_charge:R:1
C -3.68370 1.29239 -3.97045 -0.184
C -3.44989 1.41987 -2.38409 -0.410
P -1.95104 0.38368 -1.76358 0.994
C -2.76048 -1.21044 -1.13122 -0.414
C -3.61139 -1.98517 -2.29683 -0.137
N -1.27371 1.37039 -0.44559 -0.279
C -1.79206 0.97587 0.87816 -0.190
C -2.97018 1.75805 1.56772 -0.095
C -3.66456 3.05826 0.92204 -0.162
C -3.10950 4.33104 1.77823 -0.256
C -4.12209 4.83424 2.91108 -0.558
Cl -5.77866 5.33991 2.25267 0.476
C -3.55632 1.30982 2.95804 -0.006
C -3.00034 0.07880 3.74064 -0.002
C -1.82212 -0.68671 3.08288 -0.170
C -1.18420 -1.96255 3.85201 -0.166
C -1.30755 -3.33200 2.97001 -0.210
C 0.04816 -4.19135 2.93589 -0.211
C 0.19302 -5.11485 1.59892 -0.187
C 1.16895 -4.41112 0.53434 -0.249
C 2.27701 -5.39365 -0.10493 -0.192
C 3.05122 -4.62121 -1.28000 -0.165
C 4.50120 -4.04100 -0.88541 -0.234
O 4.92462 -4.31178 0.46875 -0.222
C 4.58174 -3.15556 1.30026 -0.106
C -1.26127 -0.25318 1.71281 -0.320
S 0.16259 -1.14795 0.88810 0.930
C 1.05656 0.29536 0.10632 -0.335
C 2.60130 0.26528 0.12666 -0.022
C 3.34667 1.47822 -0.47037 0.012
C 2.51050 2.67331 -1.05961 -0.105
C 3.40356 3.88950 -1.61207 -0.149
C 3.85168 3.52659 -3.11304 -0.046
C 5.44546 3.71200 -3.29233 -0.385
F 5.86892 5.04920 -3.07298 0.063
F 5.88474 3.31182 -4.58981 0.065
F 6.18376 2.88495 -2.37764 0.045
C 0.95167 2.70583 -1.11894 0.038
C 0.01219 3.82667 -1.72802 -0.333
F -0.96090 3.23215 -2.59573 0.061
F -0.74219 4.39252 -0.64204 0.053
F 0.63847 4.85122 -2.50657 0.022
C 0.19289 1.46829 -0.49349 -0.155
H -2.74215 1.04287 -4.56675 0.070
H -4.20716 2.25185 -4.34191 0.080
H -4.45484 0.45093 -4.15856 0.067
H -3.29604 2.54337 -2.16865 0.053
H -4.37878 1.12665 -1.75577 0.093
H -3.46174 -0.93829 -0.26053 0.080
H -1.99909 -1.99584 -0.76156 0.051
H -4.62192 -2.25435 -1.84416 0.081
H -3.00426 -2.92085 -2.59827 0.083
H -3.71074 -1.36007 -3.24421 0.041
H -4.80855 2.97523 1.06237 0.105
H -3.36669 3.21857 -0.16505 0.077
H -2.83558 5.21948 1.11563 0.097
H -2.14526 3.99938 2.30862 0.117
H -4.22870 4.11406 3.79628 0.074
H -3.66829 5.79877 3.35646 0.081
H -4.42894 1.86141 3.46299 0.097
H -3.42383 -0.25309 4.75228 0.106
H -0.09701 -1.76695 4.18183 0.117
H -1.82807 -2.13055 4.79453 0.109
H -2.14058 -3.98941 3.39989 0.118
H -1.64037 -2.99435 1.92431 0.084
H 0.94410 -3.48120 3.06873 0.094
H 0.06856 -4.89295 3.85569 0.116
H 0.61220 -6.14170 1.91279 0.111
H -0.83550 -5.33658 1.12387 0.116
H 0.54863 -3.97591 -0.33957 0.101
H 1.66510 -3.51894 1.04370 0.044
H 2.94433 -5.90835 0.66125 0.118
H 1.67516 -6.24041 -0.61841 0.118
H 2.39163 -3.71191 -1.56323 0.105
H 3.15500 -5.27279 -2.20909 0.109
H 5.25771 -4.52063 -1.61359 0.128
H 4.50725 -2.91420 -1.15103 0.117
H 4.28249 -3.45484 2.36268 0.107
H 5.38055 -2.33035 1.26158 0.102
H 3.63661 -2.70067 0.81567 0.050
H 3.18495 -0.59852 0.57751 0.084
H 4.49269 1.52189 -0.45136 0.117
H 2.95090 4.92367 -1.47843 0.056
H 4.37116 3.88855 -0.97824 0.132
H 3.25356 4.04753 -3.93080 0.139
H 3.67845 2.39041 -3.23967 0.149
Na 1.46831 6.33240 -1.05058 0.800
```

Output
- calculated total energy (hartree) = -3335.7235
- total charge = +1
- HOMO-LUMO gap (eV) = 5.7

---

A 6-piece molecular cluster, C44H55N3O2P overall in a non-equilibrium geometry, computed with ωB97M-V/def2-TZVPD.

```
105
Properties=species:S:1:pos:R:3:lowdin_charge:R:1
C -5.47721 -2.81950 -3.04665 0.091
C -4.38516 -2.00091 -2.96009 -0.054
C -4.09472 -1.16634 -1.80174 -0.520
O -4.41614 -1.50569 -0.69231 0.095
O -3.37124 -0.06165 -2.05252 0.011
C -2.47461 0.31797 -0.99008 -0.176
C -1.21097 0.89314 -1.58351 -0.157
C -0.41358 -0.16711 -2.37106 -0.190
C 1.02755 -0.32260 -1.85114 -0.176
C 0.98152 -0.77281 -0.37409 -0.154
C 1.93497 -1.93165 0.00074 -0.069
N 1.20665 -2.85043 0.90697 -0.007
C 0.49394 -3.88676 0.46799 -0.012
N -0.06588 -4.45079 1.52740 0.116
C 0.28409 -3.77690 2.66027 -0.270
P -0.43606 -4.38553 4.21024 0.775
N -1.32306 -5.61877 3.84901 -0.290
C 1.11181 -2.74985 2.27928 -0.168
C 1.79665 -1.66416 3.03659 -0.166
C 1.27880 -1.46171 4.46013 -0.072
H -5.37470 -3.89378 -3.16460 0.073
H -6.48875 -2.42649 -3.01602 0.079
H -3.69627 -1.96053 -3.80098 0.101
H -2.27424 -0.54594 -0.35555 0.104
H -2.98468 1.05077 -0.36353 0.137
H -1.48902 1.69874 -2.26191 0.123
H -0.63661 1.32910 -0.76691 0.107
H -0.90382 -1.13839 -2.28166 0.109
H -0.33788 0.12681 -3.41590 0.112
H 1.50716 -1.07504 -2.47820 0.101
H 1.57118 0.61717 -1.91790 0.109
H -0.02139 -1.15461 -0.18785 0.102
H 1.15632 0.05006 0.31548 0.109
H 2.24410 -2.50038 -0.86935 0.129
H 2.78073 -1.56058 0.56917 0.126
H 0.37265 -4.18491 -0.55770 0.171
H -0.68775 -5.25332 1.49881 0.160
H -1.13086 -3.31453 4.78850 0.011
H 0.66292 -4.68619 5.03019 0.005
H -2.29314 -5.49430 4.10769 -0.019
H 1.61788 -0.73815 2.48703 0.114
H 2.87092 -1.85549 3.04412 0.118
H 1.67285 -2.23472 5.11862 0.064
H 1.62645 -0.49938 4.82125 0.092
H 0.19517 -1.49365 4.46585 0.037
C 5.02324 -3.29578 5.47422 -0.094
C 5.91600 -3.79478 6.41135 -0.084
C 5.74772 -5.07687 6.91561 -0.080
C 4.69188 -5.86453 6.47872 -0.083
C 3.79994 -5.36787 5.53945 -0.101
C 3.96540 -4.08281 5.04107 -0.115
H 5.15407 -2.29416 5.08315 0.100
H 6.74296 -3.18463 6.74906 0.106
H 6.44126 -5.46328 7.65029 0.107
H 4.56475 -6.86505 6.86982 0.107
H 2.97758 -5.98476 5.19741 0.093
H 3.26573 -3.69308 4.31071 0.063
C 1.25561 -2.59638 -6.43969 -0.097
C 0.16453 -2.30111 -5.63466 -0.111
C -1.01060 -1.82513 -6.19897 -0.099
C -1.09781 -1.65175 -7.57277 -0.088
C -0.00843 -1.95019 -8.37912 -0.085
C 1.16891 -2.41892 -7.81316 -0.089
H 2.17328 -2.96459 -5.99898 0.099
H 0.22869 -2.44139 -4.56157 0.082
H -1.85917 -1.58861 -5.56870 0.086
H -2.01438 -1.28429 -8.01502 0.104
H -0.07692 -1.81649 -9.45048 0.105
H 2.01878 -2.64650 -8.44279 0.104
C -4.29341 -1.21603 2.39096 -0.076
C -5.28673 -1.55762 3.30005 -0.076
C -5.03341 -1.51881 4.66465 -0.087
C -3.78610 -1.12728 5.12931 -0.100
C -2.79069 -0.78023 4.22622 -0.125
C -3.04292 -0.83037 2.86005 -0.100
H -4.48601 -1.24716 1.32301 0.069
H -6.26323 -1.85570 2.94161 0.107
H -5.80990 -1.79035 5.36771 0.105
H -3.59174 -1.08830 6.19350 0.103
H -1.82140 -0.46522 4.58992 0.082
H -2.26296 -0.55874 2.15529 0.083
C 0.26452 5.00191 -1.29639 -0.096
C -0.21617 6.10850 -0.61097 -0.096
C 0.12385 6.30373 0.72059 -0.083
C 0.95129 5.39583 1.36628 -0.093
C 1.43495 4.29002 0.68073 -0.104
C 1.08867 4.09222 -0.64890 -0.110
H -0.00197 4.84904 -2.33476 0.101
H -0.85598 6.82102 -1.11504 0.098
H -0.25526 7.16494 1.25452 0.106
H 1.22016 5.55140 2.40290 0.102
H 2.08353 3.58330 1.18393 0.094
H 1.46419 3.22745 -1.18345 0.086
C 1.40491 10.66065 -4.48637 -0.093
C 1.93487 9.84163 -3.49929 -0.094
C 1.27287 8.67832 -3.13269 -0.098
C 0.08452 8.33118 -3.76043 -0.104
C -0.44432 9.14828 -4.74972 -0.096
C 0.21435 10.31514 -5.11026 -0.094
H 1.92004 11.56913 -4.76973 0.102
H 2.86446 10.11058 -3.01478 0.101
H 1.68281 8.04218 -2.35788 0.095
H -0.43095 7.42143 -3.47845 0.083
H -1.37031 8.87620 -5.23963 0.100
H -0.19985 10.95517 -5.87822 0.102
```

Output
- calculated total energy (hartree) = -2365.3801
- total charge = +1
- HOMO-LUMO gap (eV) = 8.0

---

The molecule C4H5N3 in a non-equilibrium geometry, computed with ωB97M-V/def2-TZVPD.

```
12
Properties=species:S:1:pos:R:3:lowdin_charge:R:1
N 2.06722 -0.22151 -0.08308 0.190
C 0.81948 -0.18167 -0.53824 -0.516
N 0.11212 -1.32750 -0.44771 0.107
C -1.03402 -1.07473 0.17153 -0.154
C -1.36685 0.23784 0.50862 -0.111
C -0.81577 1.23815 -0.29295 -0.153
N 0.33885 1.02159 -0.91336 0.108
H 2.56028 0.65022 -0.00139 0.112
H 2.37531 -1.09038 0.31806 0.112
H -1.73397 -1.89562 0.37799 0.115
H -1.97111 0.45843 1.34973 0.076
H -1.35154 2.18518 -0.44921 0.115
```

Output
- SMILES = Nc1ncccn1
- calculated total energy (hartree) = -319.6657
- HOMO-LUMO gap (eV) = 9.3

---

A 2-piece molecular cluster, C4H10O4 overall in a non-equilibrium geometry, computed with ωB97M-V/def2-TZVPD.

```
18
Properties=species:S:1:pos:R:3:lowdin_charge:R:1
O 1.52094 -0.57630 0.93547 0.110
C 0.56365 -1.07886 0.42774 -0.516
O 0.05538 -2.26162 0.94914 0.073
C -0.28340 -0.57238 -0.69067 -0.116
C -0.78629 0.86561 -0.61214 -0.151
C -0.90810 1.34995 0.86972 -0.263
O -2.12887 0.85718 1.39859 -0.050
H 0.75394 -2.67991 1.47591 0.116
H 0.28188 -0.86975 -1.60496 0.128
H -1.20998 -1.16628 -0.74131 0.123
H -1.83447 0.92883 -0.96233 0.121
H -0.10487 1.62254 -1.07477 0.106
H -0.87666 2.43403 0.79656 0.107
H 0.01242 1.04301 1.36031 0.100
H -2.13530 0.91397 2.35575 0.086
H 1.76388 1.88126 -2.60590 0.033
H 1.43715 0.61589 -3.59030 0.033
O 1.83775 0.94958 -2.79616 -0.041
```

Output
- SMILES = O=C(O)CCCO.O
- calculated total energy (hartree) = -459.3581
- HOMO-LUMO gap (eV) = 11.0

---

A 3-piece molecular cluster, C4H6O2S overall, computed with ωB97M-V/def2-TZVPD.

```
13
Properties=species:S:1:pos:R:3:lowdin_charge:R:1
C -1.35059 -2.34453 0.14701 0.011
C 0.29303 1.34016 0.73615 -0.088
C -0.15961 -2.31033 0.06121 -0.002
C 0.52567 1.55850 -0.54208 -0.082
O 2.94415 -1.56215 -0.10180 -0.450
O 4.21461 0.46313 -0.56653 -0.421
S 3.47202 -0.31592 0.37994 0.874
H -2.39662 -2.39866 0.23408 0.009
H 0.80250 2.52944 -0.91914 0.049
H 0.00308 0.36896 1.10480 0.028
H 0.35163 2.13293 1.46544 0.048
H 0.88742 -2.26446 -0.03156 -0.025
H 0.45420 0.77143 -1.27494 0.048
```

Output
- calculated total energy (hartree) = -704.5564
- HOMO-LUMO gap (eV) = 9.3

---

The molecule C21H26N2O3S in a non-equilibrium geometry, computed with ωB97M-V/def2-TZVPD.

```
53
Properties=species:S:1:pos:R:3:lowdin_charge:R:1
C -6.55579 -0.54415 0.12336 -0.045
C -5.07378 -0.74964 0.08890 -0.265
C -4.36171 -0.88789 1.27837 -0.022
C -2.99455 -1.09198 1.26453 -0.042
C -2.33425 -1.14993 0.05213 -0.295
C -3.01791 -1.02221 -1.14118 -0.049
C -4.38735 -0.81937 -1.11817 -0.022
H -4.92723 -0.71664 -2.04774 0.115
H -2.46705 -1.07374 -2.06744 0.119
S -0.57778 -1.48069 0.04185 0.698
O -0.39308 -2.84930 0.42389 -0.259
O -0.00671 -1.07050 -1.21338 -0.275
N 0.03669 -0.53541 1.29770 -0.165
C 0.24750 0.82918 1.05825 -0.235
C -0.55926 1.49222 0.13947 0.008
C -0.38399 2.84108 -0.13675 -0.264
C 0.60567 3.54539 0.53377 -0.052
C 1.39911 2.89941 1.46450 -0.068
C 1.23230 1.55314 1.73060 -0.020
H 1.87526 1.07891 2.45273 0.107
H 2.16837 3.44673 1.98889 0.108
H 0.75526 4.59503 0.32964 0.107
C -1.27029 3.50664 -1.14563 -0.043
H -1.23372 2.97036 -2.09215 0.083
H -0.96413 4.53578 -1.31357 0.074
H -2.30389 3.50314 -0.80094 0.084
H -1.32992 0.95138 -0.38388 0.094
C 0.85877 -1.22789 2.26454 -0.093
H 0.73205 -0.78604 3.25683 0.140
C 2.35461 -1.24610 1.90767 -0.495
O 3.21433 -1.24924 2.76600 0.062
N 2.59053 -1.26950 0.59028 0.132
H 1.82287 -1.25752 -0.06423 0.095
C 3.90687 -1.15204 0.00221 -0.295
C 4.09861 0.24514 -0.59711 -0.130
H 3.74385 1.02696 0.07309 0.105
H 5.15967 0.40719 -0.78945 0.115
C 3.30947 0.19573 -1.90975 -0.174
H 3.76604 0.82837 -2.66985 0.103
H 2.29083 0.55067 -1.74963 0.094
C 3.28625 -1.28685 -2.33310 -0.176
H 2.25486 -1.62693 -2.42259 0.088
H 3.77176 -1.43886 -3.29631 0.103
C 4.01284 -2.05919 -1.22212 -0.134
H 3.57058 -3.03698 -1.03925 0.115
H 5.06488 -2.19736 -1.47346 0.114
H 4.62981 -1.38176 0.78837 0.147
H 0.50819 -2.26216 2.29083 0.122
H -2.43350 -1.20163 2.17889 0.120
H -4.88741 -0.83671 2.22032 0.119
H -6.93961 -0.29197 -0.86120 0.076
H -7.04940 -1.45415 0.46289 0.088
H -6.81553 0.25187 0.81839 0.084
```

Output
- SMILES = Cc1ccc(S(=O)(=O)N(CC(=O)NC2CCCC2)c2cccc(C)c2)cc1
- calculated total energy (hartree) = -1549.2625
- HOMO-LUMO gap (eV) = 9.1

---

> Number 2 is which compound?

C44H55N3O2P

---

> Which value of calculated total energy does entry 1 give?

-3335.7235 hartree

---

> calculated total energy of number 1 (C32H43ClF6NNaOPS)?

-3335.7235 hartree